{
  "formula": "C2H4N2OS",
  "method": "ωB97M-V/def2-TZVPD",
  "elements": ["O", "C", "N", "C", "N", "S", "H", "H", "H", "H"],
  "coordinates": [[0.0754, -1.7451, -0.2258], [0.9706, -0.9342, 0.0627], [1.0697, 0.5642, 0.0204], [-0.2035, 1.2298, -0.1545], [-1.4447, 0.8545, -0.2133], [-2.5068, -0.3665, 0.1143], [1.9511, -1.4113, 0.5947], [1.9168, 1.1588, 0.3593], [0.0370, 2.3820, -0.0309], [-1.8657, -1.7322, -0.5268]],
  "forces_ev_per_a": [[2.82, 3.42, 0.11], [1.82, -1.16, 1.76], [-1.81, -2.80, -0.25], [-0.86, 1.71, 1.02], [3.17, 1.29, 0.39], [1.09, -2.71, -1.78], [-1.81, 1.36, -1.34], [-2.17, -2.03, -0.84], [-0.94, -2.15, -0.67], [-1.31, 3.07, 1.61]],
  "e_tot_ha": -661.4304,
  "charge": 0,
  "de_lowest_kj_mol": 407.3,
  "smiles": "O=CN/C=N\\S",
  "e_homo_ha": -0.301
}

***

{
  "formula": "C28H34Br2O",
  "method": "ωB97M-V/def2-TZVPD",
  "elements": ["C", "C", "C", "C", "C", "C", "H", "H", "H", "H", "H", "H", "C", "C", "C", "C", "C", "C", "H", "H", "H", "H", "H", "H", "C", "C", "C", "C", "C", "C", "H", "H", "H", "H", "H", "H", "C", "C", "C", "C", "C", "C", "H", "H", "H", "H", "H", "H", "Br", "C", "C", "Br", "H", "H", "H", "H", "C", "C", "O", "H", "H", "H", "H", "H", "H"],
  "coordinates": [[-3.3030, -2.0870, 3.5012], [-2.7706, -0.8253, 3.1786], [-3.5058, -0.0414, 2.3152], [-4.7524, -0.4486, 1.8821], [-5.2785, -1.6537, 2.2926], [-4.6020, -2.4715, 3.1213], [-2.6600, -2.7163, 4.0987], [-1.7830, -0.5640, 3.5291], [-3.1056, 0.8715, 1.8995], [-5.2739, 0.2158, 1.2090], [-6.2604, -1.8731, 1.8998], [-4.9997, -3.4327, 3.4116], [5.4125, 3.4490, -2.0701], [5.2680, 4.5522, -1.2713], [4.9586, 4.4036, 0.0618], [4.8117, 3.1618, 0.6074], [4.9129, 2.0441, -0.2470], [5.2239, 2.2003, -1.6068], [5.7027, 3.5421, -3.1062], [5.4725, 5.4633, -1.8139], [4.9138, 5.2344, 0.7505], [4.7585, 3.0325, 1.6783], [5.0087, 1.0501, 0.1645], [5.3306, 1.2736, -2.1510], [-0.8019, -0.1978, -2.7700], [-0.0512, -1.2086, -3.2623], [-0.4204, -2.5454, -2.9400], [-1.5597, -2.8547, -2.1123], [-2.2795, -1.7699, -1.5789], [-1.8542, -0.4729, -1.9370], [-0.6906, 0.7611, -3.2543], [0.7409, -1.0168, -3.9710], [0.2060, -3.3589, -3.2751], [-1.7687, -3.8702, -1.8100], [-3.1338, -1.9393, -0.9403], [-2.5437, 0.2880, -1.6023], [0.9604, 3.7778, -1.8420], [0.7828, 3.1298, -0.6013], [-0.5013, 2.8342, -0.1761], [-1.5531, 3.0611, -1.0032], [-1.3328, 3.6555, -2.2434], [-0.0849, 3.9354, -2.6448], [1.9714, 4.0126, -2.1406], [1.6364, 2.8964, 0.0177], [-0.6145, 2.4352, 0.8211], [-2.5775, 2.8391, -0.7431], [-2.2192, 3.8759, -2.8196], [0.0755, 4.4536, -3.5787], [-2.2596, -6.9610, 1.4700], [-1.8629, -5.0169, 1.6572], [-0.5800, -4.6904, 2.6235], [1.1113, -5.2259, 1.7502], [-2.7016, -4.3764, 1.9300], [-1.5973, -4.7522, 0.6338], [-0.6799, -5.2786, 3.5357], [-0.5675, -3.6240, 2.8491], [0.6045, -0.8596, 1.1657], [1.8979, -0.4752, 0.3567], [3.1663, -0.7986, 0.7906], [-0.2308, -0.5933, 0.5181], [0.5744, -0.3597, 2.1338], [0.2799, -1.9002, 1.1660], [1.9357, 0.5877, 0.1180], [1.7373, -1.0403, -0.5614], [3.3064, -1.7372, 0.9355]],
  "forces_ev_per_a": [[0.13, 0.68, 0.49], [-0.51, -1.49, -0.23], [0.13, 0.55, -0.33], [0.57, 0.57, -0.12], [-1.69, 1.13, -1.21], [1.98, -0.87, 0.77], [-0.25, -0.33, 0.22], [0.03, 0.13, -0.06], [0.11, 0.23, 0.23], [-0.27, -0.17, -0.09], [-0.16, -0.42, 0.20], [0.00, -0.06, 0.09], [0.22, 0.28, -1.75], [0.18, 0.46, -0.71], [0.09, 1.22, 0.47], [0.25, -1.89, -0.74], [0.87, 0.35, 0.41], [-0.77, -1.82, 2.31], [0.02, 0.37, -0.16], [-0.17, 0.58, 0.68], [-0.03, 0.38, -0.22], [-0.31, -0.05, 0.04], [-0.62, -0.12, 0.16], [0.15, 0.23, -0.50], [-0.70, 0.98, -0.60], [-0.07, -2.95, -0.13], [-0.66, 0.29, 0.98], [1.65, 1.66, -0.40], [1.53, -0.20, -1.01], [-2.13, -0.65, 0.99], [0.15, 0.50, 0.67], [0.16, -0.09, 0.07], [-0.05, -0.10, -0.20], [-0.09, -0.13, -0.28], [-0.07, 0.17, 0.06], [0.30, 0.54, 0.00], [2.55, -1.90, 2.68], [0.14, 0.79, -0.67], [1.19, -0.54, 0.96], [-1.06, 0.63, -0.97], [-2.51, -1.03, 1.02], [-0.18, 2.06, -2.60], [0.05, 0.16, -0.14], [0.08, 0.16, 0.10], [-0.23, -0.25, 0.04], [-0.03, -0.06, 0.32], [0.14, 0.03, -0.41], [-0.09, -0.08, -0.32], [0.04, 1.16, 0.49], [2.30, 0.31, 0.28], [-1.84, -1.16, -1.42], [-0.74, 0.34, 0.41], [-0.24, -0.64, 0.34], [0.08, 0.08, 0.16], [0.20, 0.12, -0.10], [0.19, -0.11, -0.21], [0.53, 0.66, -0.69], [-1.98, -1.38, -1.00], [1.41, 0.08, 1.43], [-0.09, 1.23, 0.04], [-0.32, -0.26, 0.06], [1.19, -0.60, 0.69], [-0.28, -0.06, 0.16], [-0.10, 0.37, -0.65], [-0.39, -0.10, -0.07]],
  "e_tot_ha": -6310.5153,
  "charge": 0,
  "smiles": "c1ccccc1.c1ccccc1.c1ccccc1.c1ccccc1.BrCCBr.CCO",
  "e_homo_ha": -0.338
}